[1]
The following is a DFT calculation (the ωB97M-V functional and the def2-TZVPD basis) of a molecular structure, C2H24AgBF6NO14S2 at a distorted geometry.

The LUMO energy (alpha / beta) comes out at -3.4966 / -9.7594 eV. The net charge is +1. The calculated total energy is -2765.4481 hartree. Its orbital gap (alpha / beta) is 0.3746 / 0.1404 hartree. As for the spin multiplicity: 3.

CARTESIAN COORDINATES (ANGSTROEM)
Ag (-1.071515, -0.410524, -0.885917)
C (-2.800445, 3.691316, -0.466037)
F (-3.279215, 3.006076, 0.530663)
F (-3.616775, 4.747996, -0.612507)
F (-1.602235, 4.180706, -0.211767)
S (-2.727485, 2.570226, -1.997627)
O (-3.818335, 1.620346, -1.942617)
O (-2.763795, 3.404536, -3.181407)
N (-1.282255, 1.586856, -1.745037)
S (-0.079675, 2.359076, -2.385747)
O (-0.191265, 3.816216, -2.301747)
O (1.239835, 1.860976, -1.924017)
C (-0.212715, 1.865616, -4.315077)
F (0.621395, 0.883486, -4.539307)
F (-1.416125, 1.415846, -4.551827)
F (0.013315, 2.953496, -5.064447)
B (0.949285, -0.683184, 0.241093)
H (0.871275, -1.215094, -0.694447)
H (1.985775, -0.698674, 0.540573)
H (0.656875, 0.329006, 0.008243)
H (0.289685, -1.159084, 0.950093)
O (-1.774485, -1.354774, 3.599253)
H (-1.963245, -1.649804, 4.490073)
H (-1.405155, -2.123694, 3.164993)
O (-1.338655, -2.691074, -0.274527)
H (-0.652545, -3.334804, -0.450817)
H (-2.095325, -3.213534, -0.008597)
O (0.490465, 0.656936, 3.614353)
H (0.020165, -0.033004, 3.146353)
H (0.125935, 1.472146, 3.269713)
O (2.033485, -1.541124, 4.306553)
H (1.446775, -1.733074, 3.575003)
H (2.902845, -1.782034, 3.986543)
O (0.335815, -2.950624, 2.502893)
H (0.851965, -3.745574, 2.369173)
H (0.471955, -2.439104, 1.705363)
O (3.651915, -2.120854, 1.172203)
H (3.089725, -1.428094, 0.825403)
H (4.538025, -1.857874, 0.923433)
O (2.521505, 1.437196, 1.393213)
H (2.201825, 0.665596, 0.925593)
H (1.735385, 1.954476, 1.568353)
O (3.062445, -0.848024, -1.996427)
H (2.927585, -1.591034, -2.584627)
H (2.199015, -0.681484, -1.618297)
O (-0.111715, -1.271134, -2.868747)
H (-0.623265, -1.785884, -3.492907)
H (0.737975, -1.710564, -2.834687)
O (-2.079245, -0.131974, 1.133423)
H (-2.114565, -0.531074, 2.002733)
H (-2.952225, 0.238646, 1.003863)

Cartesian forces (eV/Å) of the 3 atoms listed first:
Ag -0.81 0.67 -1.00
C -0.12 1.96 -0.53
F 0.10 -1.17 0.97

=====

[2]
The following is a DFT calculation (the ωB97M-V functional and the def2-TZVPD basis) of 13 unconnected molecules or ions with the total composition C2H27O14 at a distorted geometry.

The LUMO energy comes out at 1.5919 eV. The energy above the lowest of the compared OMol25 structures with the same formula, charge and spin is 105.3 kJ/mol. The net charge is -1. The calculated total energy is -1145.8668 hartree. Its orbital gap is 0.3050 hartree.

CARTESIAN COORDINATES (ANGSTROEM)
C (0.987494, -0.258593, -0.168704)
C (-0.416196, 0.066007, -0.658794)
O (-0.722996, -0.250933, -1.777304)
O (-1.195826, 0.813447, -0.028044)
H (1.330164, -1.233303, -0.516014)
H (0.970514, -0.253213, 0.921156)
H (1.740374, 0.426347, -0.558724)
O (1.232154, -1.970693, -3.560864)
H (1.590554, -2.641273, -2.979414)
H (0.651804, -1.453783, -3.002074)
O (-2.772656, -2.503093, -1.410484)
H (-2.336836, -1.683673, -1.644664)
H (-3.580816, -2.229583, -0.976554)
O (-0.215056, 3.311477, -1.053944)
H (-0.550076, 2.471347, -0.740634)
H (0.460474, 3.078067, -1.690664)
O (-1.440716, 1.366257, -4.265744)
H (-1.179716, 0.750137, -3.581274)
H (-1.432756, 0.848287, -5.070644)
O (2.834714, 3.534157, 0.353196)
H (2.483624, 3.244647, -0.488914)
H (2.063664, 3.789557, 0.859646)
O (3.958494, -1.956263, 0.545906)
H (3.377044, -2.618603, 0.919336)
H (3.846154, -1.192063, 1.111236)
O (-3.155286, 1.680867, -1.648334)
H (-2.443116, 1.293887, -1.139114)
H (-2.824556, 1.701427, -2.546344)
O (2.203444, -0.057703, 3.302106)
H (2.599114, -0.785243, 3.782076)
H (1.320734, -0.361543, 3.090606)
O (-1.098726, 1.479387, 2.755116)
H (-0.662536, 0.657267, 2.978906)
H (-1.035966, 1.532497, 1.801456)
O (0.006804, -1.369703, 3.128736)
H (0.185484, -1.322413, 4.067916)
H (-0.402986, -2.225893, 3.005226)
O (-3.922136, 1.147277, 0.880986)
H (-4.134196, 1.739247, 0.159306)
H (-2.981396, 0.992387, 0.795826)
O (1.935344, -3.105643, 1.656346)
H (1.212764, -2.486073, 1.757536)
H (1.513644, -3.964673, 1.634636)

Cartesian forces (eV/Å) of the 3 atoms listed first:
C -0.36 -0.55 0.66
C 1.06 1.38 0.90
O -0.22 -2.35 -4.41

=====

[3]
The following is a DFT calculation (the ωB97M-V functional and the def2-TZVPD basis) of 13 unconnected molecules or ions with the total composition C2H29O13 at a distorted geometry.

The LUMO energy comes out at 2.5379 eV. The energy above the lowest of the compared OMol25 structures with the same formula, charge and spin is 115.6 kJ/mol. The net charge is -1. The calculated total energy is -1071.7588 hartree. Its orbital gap is 0.3308 hartree.

CARTESIAN COORDINATES (ANGSTROEM)
C (-1.514987, -0.573164, -0.859957)
C (-0.266139, 0.188697, -0.677496)
O (-0.229944, 0.379479, 0.777802)
H (-2.217095, 0.122261, -0.656926)
H (-1.537539, -1.577653, -0.358860)
H (-1.621262, -0.900309, -1.902935)
H (0.040117, 1.071095, -1.205402)
H (0.597357, -0.424234, -0.887842)
O (1.182111, -3.465051, -0.817436)
H (2.062947, -3.823967, -1.029147)
H (1.234613, -2.685005, -1.367410)
O (-2.085363, 2.283093, 0.912862)
H (-2.147229, 2.590188, 1.783168)
H (-1.460174, 1.550198, 0.789834)
O (0.770068, 3.902463, -1.900851)
H (1.204012, 3.142231, -2.359346)
H (1.012865, 3.783893, -1.015293)
O (-1.841902, 3.158952, -1.590523)
H (-0.877670, 3.175648, -1.714198)
H (-2.039972, 2.635696, -0.782344)
O (1.805071, 2.617559, 0.333870)
H (1.098247, 1.928563, 0.343424)
H (2.323337, 2.644789, 1.126067)
O (2.471082, -1.513550, -2.318143)
H (1.916757, -1.024019, -2.942174)
H (2.754400, -0.812712, -1.779751)
O (-1.875158, -4.108121, 1.609826)
H (-1.259874, -3.401696, 1.441330)
H (-2.571878, -3.900624, 0.988286)
O (-2.022443, -0.565720, 2.510516)
H (-1.378177, -0.256478, 1.818299)
H (-1.539511, -1.204644, 3.075196)
O (4.182250, 0.668775, -0.909690)
H (3.338471, 0.643263, -0.386473)
H (4.835517, 0.139475, -0.458823)
O (2.393079, -0.271823, 0.996197)
H (1.496288, -0.057794, 0.761623)
H (2.536724, 0.196462, 1.764838)
O (-4.343070, -0.042343, 1.180797)
H (-4.120643, 0.047177, 0.270987)
H (-3.507451, -0.110969, 1.638112)
O (0.463544, -2.210406, 1.623016)
H (0.186992, -1.324397, 1.437094)
H (0.551629, -2.615278, 0.737874)

Cartesian forces (eV/Å) of the 3 atoms listed first:
C 1.64 -2.81 -3.01
C 1.85 -1.68 3.44
O 0.85 1.04 -1.41